No. 1
2 unconnected molecules or ions with the total composition C6H15NO3 at a distorted geometry. Source: OMol25; level of theory: the ωB97M-V functional and the def2-TZVPD basis.

Last column: Mulliken charge in e.
Atoms and positions in Å:
C -3.12745 -0.62008 -0.60204  -1.214
C -1.74116 -1.21795 -0.80698  -0.623
C -0.65041 -0.57192 0.04957  0.116
C 0.68410 -1.30784 -0.09292  -0.854
C 1.72038 -0.89419 0.93545  -0.249
O 2.84949 -1.73707 0.79905  -0.517
N -0.52894 0.84827 -0.28375  -0.037
C -0.71014 1.86600 0.61189  -0.067
O -0.82841 1.72021 1.82021  -0.555
H -3.20614 0.38374 -1.04327  0.276
H -3.89471 -1.25214 -1.06953  0.392
H -3.36282 -0.53775 0.46934  0.318
H -1.76328 -2.28970 -0.56269  0.348
H -1.44746 -1.14990 -1.86782  0.350
H -0.96169 -0.61184 1.10428  0.431
H 0.49872 -2.38670 0.01361  0.255
H 1.08399 -1.14975 -1.10739  0.287
H 2.01180 0.16061 0.79493  0.076
H 1.28947 -0.97997 1.94797  0.265
H 3.61869 -1.30214 1.17527  0.325
H -0.57420 1.09974 -1.26515  0.312
H -0.87148 2.84376 0.11628  0.365
O 3.49968 3.08091 -0.03908  -0.628
H 2.85304 2.38247 -0.26431  0.304
H 3.55891 3.62325 -0.83296  0.324

The SMILES is CC[C@@H](CCO)NC=O.O. As for the highest occupied orbital energy: -0.3650 Eh. The largest force on an atom comes out at 0.0235 Eh/bohr. For the LUMO energy, the calculation gives 0.5 eV. The value obtained for the relative energy (zero: lowest compared OMol25 entry of this formula, charge and spin) is 0.7352 eV.



No. 2
A gas-phase ion, C6H15NOP (charge +1) at a distorted geometry. Source: OMol25; level of theory: the ωB97M-V functional and the def2-TZVPD basis.

Last column: Mulliken charge in e.
Atoms and positions in Å:
C 2.36945 1.76008 -0.18706  -1.315
C 1.39295 0.55427 0.20107  0.250
C -0.06845 1.04005 -0.24641  -0.988
N -1.08797 -0.06117 0.12636  0.001
C -1.26138 -0.27584 1.56645  -0.932
P -2.69830 0.67813 -0.55377  -0.018
C -0.56992 -1.45939 -0.59887  -0.443
C 0.90069 -1.69352 -0.31889  -0.523
O 1.76881 -0.51998 -0.57981  -0.386
H 2.05217 2.12835 -1.14778  0.373
H 3.32248 1.23814 -0.11551  0.371
H 2.27306 2.57127 0.59473  0.359
H 1.59317 0.52511 1.22596  0.363
H -0.36489 1.95852 0.20587  0.459
H -0.12126 0.89739 -1.33505  0.566
H -2.00129 -1.05403 1.79735  0.402
H -0.32453 -0.66563 2.02932  0.332
H -1.57824 0.47827 2.29791  0.359
H -3.49506 -0.60787 -0.59159  0.138
H -2.23329 0.62361 -2.04220  0.138
H -0.74100 -1.34720 -1.68796  0.363
H -1.28984 -2.25254 -0.39470  0.450
H 1.03058 -1.94806 0.73549  0.320
H 1.13203 -2.56797 -0.98090  0.361

The SMILES is C[C@H]1C[N@@+](C)(P)CCO1. As for the highest occupied orbital energy: -0.5241 Eh. The charge is +1. The largest force on an atom comes out at 0.0958 Eh/bohr. For the LUMO energy, the calculation gives -3.6 eV. The value obtained for the relative energy (zero: lowest compared OMol25 entry of this formula, charge and spin) is 3.9430 eV.



No. 3
C6H15NOSi in the gas phase at a distorted geometry. Source: OMol25; level of theory: the ωB97M-V functional and the def2-TZVPD basis.

Last column: Mulliken charge in e.
Atoms and positions in Å:
C -3.35808 0.46594 0.89462  -1.034
C -2.71288 -0.28486 -0.35529  -0.253
C -1.25328 -0.72296 -0.21721  -0.034
N -0.83136 -1.29880 -1.22576  -0.365
O 0.55978 -1.24688 -1.35064  -0.297
Si 1.56242 -0.15165 -0.46840  0.635
C 1.58581 -0.67758 1.41134  -1.219
C 0.58480 1.43507 -0.85176  -0.936
C 3.48642 -0.31433 -0.77043  -1.103
H -2.68465 0.47165 1.75495  0.341
H -4.33707 0.02952 1.17093  0.310
H -3.41909 1.52219 0.58468  0.246
H -2.71548 0.23869 -1.34003  0.312
H -3.32670 -1.18837 -0.61521  0.295
H -0.68105 -0.29700 0.59451  0.098
H 1.22119 -1.64210 1.85336  0.321
H 2.66289 -0.58704 1.67188  0.396
H 1.11587 0.05681 2.01594  0.430
H -0.28002 1.21925 -1.54331  0.229
H 0.11631 1.62180 0.14915  0.306
H 1.24458 2.24900 -1.15398  0.402
H 3.72278 -1.22665 -0.27189  0.289
H 3.89186 -0.23172 -1.76218  0.338
H 3.84494 0.55999 -0.17530  0.294

The SMILES is CC/C=N/O[Si](C)(C)C. As for the highest occupied orbital energy: -0.3379 Eh. The largest force on an atom comes out at 0.0678 Eh/bohr. For the LUMO energy, the calculation gives 0.8 eV. The value obtained for the relative energy (zero: lowest compared OMol25 entry of this formula, charge and spin) is 2.6106 eV.



No. 4
A gas-phase ion, C6H15NP (charge +1) at a distorted geometry. Source: OMol25; level of theory: the ωB97M-V functional and the def2-TZVPD basis.

Last column: Mulliken charge in e.
Atoms and positions in Å:
C 1.26218 -3.55958 -1.10096  -0.846
C 0.56502 -2.50550 -0.71716  0.116
C -1.42006 2.44811 -0.61485  -0.881
C -1.20697 -0.33467 1.43099  -1.158
C 1.34683 1.30533 1.20287  -1.060
C 1.07107 -1.20533 -0.47594  -0.502
N -0.81146 1.19697 -1.00767  -0.511
P 0.27702 -0.04559 0.47366  0.800
H 0.87680 -4.59305 -1.06940  0.325
H 2.44304 -3.46796 -1.05016  0.239
H -0.51089 -2.39545 -0.64507  0.240
H -2.07782 2.36164 0.20502  0.345
H -0.71256 3.18198 -0.26619  0.311
H -2.14314 2.85829 -1.42600  0.317
H -1.62157 0.58457 1.78180  0.365
H -0.92801 -1.15444 2.16070  0.359
H -1.93220 -0.71024 0.75949  0.463
H 2.39184 1.30714 0.98076  0.381
H 1.24477 1.28443 2.28350  0.361
H 1.16347 2.38421 0.92192  0.276
H 2.08320 -0.94061 -0.63702  0.354
H -1.32369 0.44342 -1.49093  0.343
H -0.03687 1.55634 -1.69937  0.363

As for the highest occupied orbital energy (alpha / beta): -0.3318 / -0.5323 Eh. As for the spin multiplicity: 3. The charge is +1. The largest force on an atom comes out at 0.1094 Eh/bohr. For the LUMO energy (alpha / beta), the calculation gives -2.8 / -5.6 eV. The value obtained for the relative energy (zero: lowest compared OMol25 entry of this formula, charge and spin) is 0.0000 eV.



No. 5
2 unconnected molecules or ions with the total composition C6H15NS at a distorted geometry. Source: OMol25; level of theory: the ωB97M-V functional and the def2-TZVPD basis.

Last column: Mulliken charge in e.
Atoms and positions in Å:
C 1.44149 -0.01038 -0.74892  -0.491
N 0.75134 -1.11164 -1.23882  -0.389
C -0.39644 -1.31285 -0.36441  0.494
C -1.51292 -0.10583 -0.11917  -0.811
S -1.37160 1.50316 0.91572  -0.193
C -1.15707 -2.45693 -1.21567  -1.603
C 1.76944 0.12153 0.95589  -0.342
C 2.10720 1.56211 1.32398  -1.174
H 0.74078 0.90416 -0.76486  0.120
H 2.37141 0.14188 -1.24644  0.495
H -0.37001 -1.76758 0.57002  0.347
H -0.94635 0.94227 -3.03798  0.168
H -2.38401 -0.62461 0.41045  0.348
H -1.82432 0.23722 -1.09657  0.284
H -0.48259 0.34095 -2.99130  -0.148
H -1.29844 -2.21853 -2.21324  0.392
H -2.07175 -2.63044 -0.72653  0.484
H -0.58214 -3.35557 -1.07154  0.392
H 0.95285 -0.14818 1.61724  0.255
H 2.61350 -0.62851 1.16796  0.393
H 2.11222 1.62590 2.37295  0.368
H 1.27742 2.19708 0.99163  0.245
H 3.06761 1.92898 1.04817  0.366

As for the highest occupied orbital energy: -0.2985 Eh. The largest force on an atom comes out at 0.1088 Eh/bohr. For the LUMO energy, the calculation gives -3.0 eV. The value obtained for the relative energy (zero: lowest compared OMol25 entry of this formula, charge and spin) is 6.7817 eV.



No. 6
2 unconnected molecules or ions with the total composition C6H15NSi at a distorted geometry. Source: OMol25; level of theory: the ωB97M-V functional and the def2-TZVPD basis.

Last column: Mulliken charge in e.
Atoms and positions in Å:
C -1.20193 2.65123 -1.65186  -0.089
C 1.00239 1.32561 -2.00266  -1.049
C -0.56144 0.27699 2.06688  -1.200
C -1.40901 -2.65239 1.17013  -1.108
C 1.65561 -1.64543 0.74392  -1.055
C -0.13192 2.14347 -2.62729  -0.258
N -1.84952 3.70202 -1.89746  -0.566
Si -0.18440 -1.14976 0.85457  0.449
H 0.46840 0.75928 -1.09350  0.058
H 1.70979 2.00325 -1.74203  0.407
H 1.35569 0.72566 -2.74250  0.390
H -0.77251 0.01731 3.10027  0.419
H 0.24573 1.15170 2.21059  0.280
H -1.39550 0.79759 1.85265  0.463
H -0.88300 -3.38397 1.69401  0.354
H -2.18621 -2.16965 1.60410  0.312
H -1.54221 -3.03954 0.20115  0.356
H 2.16543 -1.60733 1.77870  0.323
H 1.90084 -2.57930 0.24557  0.371
H 2.31466 -0.89703 0.23453  0.320
H -0.80762 1.42135 -3.23886  0.200
H 0.17744 3.03564 -3.02646  0.348
H -2.40502 4.13144 -1.17277  0.276

As for the highest occupied orbital energy (alpha / beta): -0.2040 / -0.1867 Eh. The largest force on an atom comes out at 0.1055 Eh/bohr. For the LUMO energy (alpha / beta), the calculation gives -1.6 / -2.3 eV. The value obtained for the relative energy (zero: lowest compared OMol25 entry of this formula, charge and spin) is 6.8742 eV.